This record from the OMol25 dataset describes a structure of composition C30H51CsN6O4S5. The level of theory is the ωB97M-V functional and the def2-TZVPD basis.

Geometry as XYZ:
```
97
Properties=species:S:1:pos:R:3:forces:R:3:lowdin_charge:R:1
Cs -3.15875 0.17118 -1.21986 -2.112 0.282 0.084 1.2752
S -0.19352 -4.21291 -1.61477 0.049 -0.001 -0.001 0.8712
S -3.92449 -3.12327 -1.83130 0.043 -0.261 0.092 0.8334
S -1.84520 -6.21795 -3.80896 0.043 -0.135 -0.251 0.8269
S -2.43744 5.36884 -1.20856 -0.013 -0.045 0.040 0.4546
S -3.76012 2.71516 0.72135 0.044 0.464 0.077 0.4389
O -0.60985 0.86551 -3.70312 0.190 0.386 -0.281 -0.0120
O -2.82860 -1.53030 1.84947 -0.121 -0.219 0.083 -0.0405
O -1.38311 -0.23293 0.75255 0.776 0.057 0.555 -0.2572
O -1.38459 -0.91899 -2.62174 1.145 -0.959 -0.879 -0.3716
N -4.95128 4.87750 -3.83621 0.053 -0.063 0.054 0.1155
N -0.52825 2.40103 0.49204 0.299 -0.448 -0.023 0.0920
N -6.21210 1.79593 -1.78931 0.237 0.304 0.050 0.1094
N 2.43933 -0.11714 1.34097 -0.038 0.107 -0.022 0.0067
N 0.12130 0.21995 3.03298 0.025 -0.047 -0.139 -0.1481
N 1.52527 0.63971 -1.46254 0.105 -0.054 -0.053 -0.0961
C 3.77267 -0.14930 0.75904 -0.010 0.056 0.019 -0.5679
C -0.53299 -5.95285 -1.31002 0.069 -0.274 0.168 -0.5599
C -1.34044 -3.31223 -0.54567 -0.165 -0.034 -0.140 -0.5176
C 0.77236 2.54319 2.59164 0.112 0.157 -0.043 -0.0963
C 2.99669 0.54020 -1.64064 -0.160 -0.065 0.125 -0.3686
C 0.15391 3.37066 1.46177 -0.313 -0.095 -0.116 -0.4735
C -3.75996 4.32423 -1.59425 0.005 -0.092 -0.105 -0.8411
C -3.89096 -4.42348 -3.07357 -0.154 -0.279 -0.181 -0.5512
C -0.47964 -0.11388 -2.96006 0.097 -0.098 0.353 -0.7498
C -0.92407 4.30164 2.01517 0.173 0.038 0.047 -0.0659
C 4.17534 -1.54741 0.26104 0.011 -0.031 0.022 -0.0365
C -0.98071 -0.70242 3.07462 -0.233 -0.218 0.212 -0.1018
C 2.12279 -1.03448 2.41608 0.012 -0.154 0.051 -0.1944
C -1.81265 -0.82272 1.78036 0.149 0.120 -0.130 -0.6895
C -2.60416 -4.57443 -3.89223 -0.014 0.236 0.015 -0.5436
C -2.82262 -3.68581 -0.50757 -0.026 0.092 0.266 -0.5028
C 3.79821 0.87740 -0.38558 0.171 -0.034 0.015 -0.1090
C -0.20715 1.60575 3.31723 -0.119 0.001 0.052 -0.3445
C 1.37776 -0.29021 3.52184 0.009 -0.025 0.137 -0.1903
C 4.78581 0.32627 1.81057 -0.038 -0.017 -0.102 -0.0470
C -4.26681 3.28201 -0.86141 -0.583 -0.401 -0.061 -0.8549
C 1.06638 2.02799 -1.57790 0.012 0.196 -0.153 -0.1583
C 3.51925 1.33496 -2.83900 0.020 0.103 -0.068 -0.0540
C 1.22503 4.21601 0.79612 0.145 -0.006 0.081 -0.0280
C -0.30158 2.37850 -0.99928 0.122 0.166 0.101 -0.1118
C -1.71958 -6.56124 -2.04992 -0.116 -0.078 0.218 -0.5788
C -0.30309 1.92139 4.81345 0.090 0.044 0.041 -0.0415
C -4.42187 4.59890 -2.84930 -0.026 0.178 -0.059 -0.3319
C -5.37469 2.50731 -1.42215 0.259 0.276 0.275 -0.4143
C 0.91700 -0.38296 -2.35865 0.080 0.113 0.101 -0.0751
H 0.37499 -6.48216 -1.61056 0.005 0.098 -0.065 0.0583
H -2.65527 -6.29428 -1.56072 -0.006 0.064 -0.083 0.0405
H 5.80041 0.30542 1.41020 0.062 0.002 -0.066 0.0770
H -0.65056 3.34771 -1.37387 0.175 -0.056 0.018 0.0741
H -0.98414 -3.33058 0.48623 0.100 -0.010 -0.039 0.0767
H -1.55500 2.60739 0.54894 -0.392 0.049 0.050 0.0081
H 1.52183 -1.88941 2.07335 -0.049 0.082 0.006 0.1202
H 3.38413 -1.98979 -0.34115 -0.073 -0.024 -0.047 0.0791
H 1.21595 3.26194 3.29024 -0.030 -0.021 0.019 0.1239
H 0.87865 4.66631 -0.13070 -0.077 0.019 -0.090 0.0916
H -0.49247 1.41218 0.83525 0.082 0.127 -0.154 0.1153
H -1.71426 3.75107 2.51521 -0.104 -0.029 0.093 0.0502
H 0.99279 2.35055 -2.62565 -0.035 -0.100 0.069 0.1250
H 2.00279 0.54642 3.84382 0.064 -0.007 -0.039 0.1135
H -1.01985 1.65773 -1.36733 0.065 0.064 0.029 0.0289
H -4.19014 -5.38352 -2.64092 0.022 0.131 0.056 0.0557
H 1.83639 2.64503 -1.12050 -0.038 0.024 0.056 0.0865
H -2.98378 -4.74575 -0.31119 -0.017 -0.052 -0.052 0.0604
H 2.88485 1.19212 -3.71239 -0.043 -0.054 -0.069 0.0809
H 3.54845 2.40616 -2.63487 -0.009 0.041 0.064 0.0770
H 3.17466 -0.51514 -1.85689 0.046 0.028 0.009 0.1190
H -0.97866 1.23315 5.32035 -0.067 -0.060 0.005 0.0698
H 1.57460 -0.53120 -3.22586 -0.085 -0.024 -0.065 0.1144
H 1.58686 1.94385 2.17932 0.009 -0.016 -0.007 0.0974
H 0.67716 1.85049 5.29377 0.022 -0.031 -0.033 0.0702
H -1.22459 -2.30382 -0.94671 -0.045 0.134 0.196 0.0145
H 3.48720 1.84375 0.01882 -0.090 0.044 0.040 0.1057
H 1.24202 -0.93913 4.40670 0.025 -0.016 -0.056 0.1169
H -0.65934 -6.15800 -0.24051 0.039 0.167 0.019 0.0783
H 1.47817 5.02551 1.48283 0.016 0.013 -0.008 0.0882
H -1.88732 -3.80144 -3.62250 0.013 -0.081 -0.005 0.0289
H 3.04043 -1.46784 2.82515 0.002 0.046 0.054 0.0990
H -4.70588 -4.14703 -3.74622 -0.011 0.043 0.048 0.0630
H 0.89615 -1.31765 -1.79153 -0.048 -0.005 -0.080 0.0979
H 1.72143 -0.08968 0.62053 0.031 -0.014 -0.011 0.1066
H 4.35635 -2.21726 1.10281 -0.013 -0.024 0.064 0.0719
H -2.83222 -4.45400 -4.95298 0.062 -0.052 -0.020 0.0632
H 4.77537 -0.29697 2.70339 -0.040 -0.080 0.052 0.0670
H -1.40283 4.87919 1.22431 -0.005 0.016 -0.079 0.0138
H -0.66968 2.93572 4.97415 -0.048 0.061 -0.036 0.0752
H 2.13323 3.64212 0.62055 0.065 -0.009 -0.085 0.0636
H 4.54767 1.34611 2.10974 -0.015 0.091 0.027 0.0805
H -1.20732 1.74652 2.89131 0.021 0.013 0.057 0.1376
H -1.68667 -0.49949 3.89711 0.044 0.044 -0.063 0.1215
H 4.84794 1.00450 -0.67944 -0.039 -0.039 -0.057 0.1190
H -1.65553 -7.65162 -1.97179 0.015 0.021 -0.092 0.0642
H 4.53415 1.02590 -3.09300 0.043 -0.063 -0.003 0.0744
H 5.08800 -1.52598 -0.33837 0.069 0.076 -0.025 0.0816
H -3.21483 -3.15815 0.37118 0.037 0.017 -0.101 0.0488
H -0.60189 -1.71078 3.27441 0.011 0.048 -0.060 0.1201
H -0.43923 4.96954 2.73130 -0.065 0.060 0.036 0.0868
```
Forces are in eV/Å.

LUMO: 3.478 eV
2S+1: 1
Total charge: -2



This record from the OMol25 dataset describes a cluster of 2 separate species, C4H8O2 in total. The level of theory is the ωB97M-V functional and the def2-TZVPD basis.

Geometry as XYZ:
```
14
Properties=species:S:1:pos:R:3:forces:R:3:nbo_charge:R:1
O 2.06668 -1.23961 0.67384 0.075 -0.190 0.196 -0.4883
O -1.22224 -0.56145 0.04693 0.105 -0.347 -0.288 -0.3382
C -0.06623 -0.01598 0.30893 0.350 0.102 0.213 0.0423
C -2.38943 -0.15250 0.43881 -0.410 0.109 0.280 -0.1363
C 2.45017 -0.11938 -0.10398 0.145 0.231 -0.137 -0.1018
C 1.10958 -0.68829 -0.24812 -0.251 0.117 -0.190 -0.0252
H 0.90103 -1.32374 -1.10929 0.042 0.082 0.135 0.2005
H 3.20296 -0.30705 -0.87023 -0.130 0.006 0.121 0.1837
H -1.78125 1.67510 -0.68991 0.147 0.068 -0.044 -0.0164
H 2.57537 0.81474 0.44645 -0.042 -0.160 -0.064 0.1784
H -2.45647 0.55535 1.25778 0.001 -0.078 -0.118 0.1642
H -3.22096 -0.74096 0.08145 0.116 0.077 0.046 0.1833
H -0.00430 0.68314 1.13936 0.011 -0.075 -0.124 0.1733
H -1.01847 1.71478 -0.73075 -0.159 0.059 -0.027 -0.0194
```
Forces are in eV/Å.

ΔE to the lowest compared entry with this formula, charge and spin: 601.3 kJ/mol
LUMO (alpha / beta): 0.564 / 0.639 eV
2S+1: 1
Total charge: 0



This record from the OMol25 dataset describes the molecule C4H7N3. The level of theory is the ωB97M-V functional and the def2-TZVPD basis.

Geometry as XYZ:
```
14
Properties=species:S:1:pos:R:3:forces:R:3:nbo_charge:R:1
N 1.36555 -0.92943 -1.54104 -0.335 1.365 0.345 -0.6644
N 1.29331 0.04203 0.61342 -1.182 1.744 1.663 -0.5169
N 0.07489 0.14934 1.53344 0.928 0.758 0.809 -0.2471
C -0.15676 1.32149 2.00541 0.963 -0.532 -1.071 -0.0557
C 0.78371 -0.20185 -0.64719 -1.255 -3.382 0.000 0.3930
C -0.72403 -0.00988 -0.70282 -0.091 0.164 -2.926 -0.2612
C -1.53388 -0.87253 -1.35855 1.173 0.794 0.359 -0.3297
H 2.32113 -1.14706 -1.25498 0.057 0.032 -0.024 0.3231
H -1.07903 1.00141 -0.53689 -0.084 -0.126 0.140 0.2024
H -1.20139 -1.86897 -1.63065 0.108 0.155 0.020 0.2078
H 1.93545 -0.68100 0.92755 -0.374 0.165 0.180 0.3864
H -2.48644 -0.54917 -1.75937 -0.235 -0.093 0.566 0.1978
H -1.08175 1.55768 2.54523 0.307 -0.713 -0.006 0.1945
H 0.48925 2.18793 1.80644 0.019 -0.330 -0.056 0.1701
```
Forces are in eV/Å.

ΔE to the lowest compared entry with this formula, charge and spin: 324.1 kJ/mol
LUMO: 0.412 eV
2S+1: 1
Total charge: 0



This record from the OMol25 dataset describes the molecule C18H19N3OS. The level of theory is the ωB97M-V functional and the def2-TZVPD basis.

Geometry as XYZ:
```
42
Properties=species:S:1:pos:R:3:forces:R:3:nbo_charge:R:1
S 0.99481 -1.70981 -2.06829 0.265 0.102 -0.171 0.2576
O 2.75659 1.16483 -1.01392 0.233 0.041 -0.030 -0.6106
N -1.11397 -3.14584 -1.15478 0.042 0.504 0.110 -0.3475
N -1.31301 -0.97062 -0.80283 0.260 -0.006 -0.249 -0.5490
N 0.74623 0.77491 0.01238 -0.456 0.093 0.235 -0.6697
C -2.31311 -2.94364 -0.52244 -0.408 0.185 0.234 -0.0965
C -2.41697 -1.60252 -0.31458 -0.184 -0.381 -0.014 -0.0791
C -1.50089 1.37073 1.70211 -0.225 -0.005 -0.031 -0.2129
C 0.96699 1.24459 1.31096 0.539 0.097 0.178 0.2410
C -0.55433 -1.92231 -1.30207 -0.006 0.197 -0.014 0.2113
C 1.79806 0.48360 -3.52513 -0.110 -0.178 -0.046 -0.4065
C 1.38002 2.10400 3.94407 0.284 0.023 0.010 -0.2117
C -1.04410 2.16177 4.32367 -0.214 0.002 0.023 -0.1726
C 1.12415 0.01021 -4.80473 0.113 0.043 0.123 -0.6087
C -0.56005 -4.39268 -1.59713 0.214 -0.340 -0.308 -0.4061
C 0.06102 1.92080 3.48031 0.019 -0.102 -0.272 -0.0705
C -2.32350 2.01034 3.87110 0.121 0.064 0.236 -0.2188
C -2.54983 1.61918 2.54467 0.027 -0.088 -0.261 -0.2168
C 1.00355 0.12077 -2.27839 0.090 -0.211 0.047 -0.3921
C 2.44048 1.88240 3.11282 -0.251 0.090 0.344 -0.1900
C -0.16578 1.49799 2.14206 0.130 0.107 0.266 -0.0226
C 2.23764 1.44874 1.79818 -0.076 -0.113 -0.303 -0.2711
C 1.61921 0.74664 -1.02183 -0.303 -0.034 -0.210 0.6733
H -0.66317 -4.49557 -2.68021 0.005 -0.041 0.065 0.2132
H -0.85433 2.47526 5.34052 0.012 0.028 0.091 0.2081
H -0.04695 0.40250 -2.37802 0.068 0.039 0.017 0.2507
H -0.16737 0.34753 -0.16411 0.235 0.049 -0.115 0.4451
H -1.08165 -5.21268 -1.10728 0.061 0.045 -0.005 0.2206
H 2.79917 0.05701 -3.44172 0.046 0.138 0.013 0.2200
H -3.20093 -1.04397 0.15409 -0.231 0.006 0.143 0.2142
H 1.71418 0.30293 -5.66912 0.009 0.014 -0.118 0.2148
H -2.96833 -3.75318 -0.27798 -0.112 -0.200 0.049 0.2184
H 1.53188 2.42824 4.96337 0.020 0.034 0.097 0.2078
H -1.71201 1.08598 0.68330 -0.025 -0.019 -0.092 0.2108
H 0.50072 -4.43336 -1.34636 -0.063 -0.092 0.037 0.2214
H -3.16360 2.19791 4.52380 -0.036 0.024 0.072 0.2122
H 1.90777 1.57036 -3.53870 0.086 -0.060 0.073 0.2272
H 0.13229 0.44817 -4.90036 -0.113 0.009 -0.065 0.2015
H -3.56481 1.52010 2.18733 -0.060 -0.009 -0.066 0.2093
H 3.08659 1.27205 1.15974 -0.018 -0.019 -0.050 0.2509
H 3.45148 2.02980 3.46264 0.069 0.018 0.050 0.2132
H 1.02586 -1.07315 -4.80716 -0.059 -0.057 -0.089 0.2102
```
Forces are in eV/Å.

ΔE to the lowest compared entry with this formula, charge and spin: 43.2 kJ/mol
LUMO: 0.539 eV
2S+1: 1
Total charge: 0



Which E belongs to each record? In order, -3814.4218 -307.4834 -320.7598 -1335.0544 Ha.